No. 1
Density functional theory data (ωB97M-V/def2-TZVPD) for a cluster of 2 separate species, C3H12N2O2P in total.

```
20
Properties=species:S:1:pos:R:3:forces:R:3:mulliken_charge:R:1
C 2.4732 -1.5345 -1.4170 2.7 1.3 1.3 -0.98
C -3.0570 -0.3040 1.2319 -0.4 1.0 0.8 -0.64
C 2.3161 -0.3048 -0.6139 -2.7 0.3 -1.0 -0.20
N -0.3388 2.1677 0.4894 0.3 -1.3 0.3 -0.51
N 0.6123 -0.6450 0.3608 0.8 2.7 -4.3 -0.44
O -1.0598 0.4030 -1.2813 0.5 -0.1 1.7 -0.45
O -1.6477 -0.0246 1.2072 0.1 0.0 0.4 -0.26
P -0.5529 0.4978 0.2533 -0.3 -0.3 -1.1 0.74
H 3.5701 -1.5478 -1.7938 -1.7 -0.5 0.8 0.33
H 2.1271 -2.2524 -0.7322 0.4 -1.9 0.3 0.33
H 1.8378 -1.4951 -2.2054 -1.7 -0.1 -2.7 0.32
H -3.5911 0.6517 1.2496 -0.2 -0.1 -1.7 0.30
H -3.3407 -0.4690 2.2526 0.6 -1.3 0.8 0.30
H -3.3238 -1.1512 0.5940 -0.1 0.7 -0.1 0.30
H 2.7622 -0.3684 0.3195 1.4 0.6 1.3 0.34
H 2.3332 0.6356 -1.2236 -0.4 -0.6 1.3 0.35
H -1.2337 2.6669 0.5791 0.7 -0.1 0.2 0.26
H 0.4211 2.5318 1.0921 -0.9 -0.4 -0.6 0.26
H 1.0849 -0.7185 1.1928 0.7 -0.3 2.8 0.30
H -1.3925 1.2610 -1.5552 -0.1 0.3 -0.5 0.35
```
Forces are in eV/Å.

Energy above the lowest of the compared OMol25 structures with the same formula, charge and spin (kcal/mol): 31.8
Maximum force (eV/Å): 5.16
Charge: +1
2S+1: 1
Orbital gap (eV): 11.622

=====

No. 2
Density functional theory data (ωB97M-V/def2-TZVPD) for a cluster of 6 separate species, C39H90N4O23P3S5 in total.

```
164
Properties=species:S:1:pos:R:3:forces:R:3:mulliken_charge:R:1
C 0.8454 -0.7651 4.6996 0.0 0.4 -0.2 -0.65
C 0.6011 -0.2886 3.4785 0.4 -0.3 -0.1 -0.70
C -0.6998 -0.3077 2.7282 0.0 0.7 1.0 -0.30
C -0.9988 -1.5662 1.8844 1.3 0.3 0.1 1.59
P -0.7035 -1.0742 0.0173 -2.2 1.1 -0.9 -0.38
O -0.3492 -2.4621 -0.7777 0.8 -0.5 0.7 -0.17
O 0.5398 -0.1065 -0.2171 0.2 -0.2 0.6 0.13
C -2.5058 -1.9055 1.8472 0.6 -0.4 -0.9 0.21
C -3.4731 -0.7976 1.4276 -0.6 0.4 0.7 -2.49
C -3.7089 0.4479 2.2993 0.2 0.4 -0.6 -0.64
C -5.0898 1.0719 2.0344 0.1 -0.1 0.4 -1.54
C -5.8004 1.5814 3.2831 -0.6 0.6 -0.7 0.67
C -7.2100 2.1244 2.9286 0.2 -0.5 0.5 -0.72
C -8.2984 1.4200 3.7274 -0.2 0.2 -0.3 -1.16
C -2.9227 -2.8362 2.9993 -0.5 0.9 1.0 2.36
C -4.4329 -3.0837 3.0595 0.2 -0.5 -0.6 -1.85
C -5.3364 -2.1032 3.7778 -0.9 -0.4 0.1 -0.72
O -5.6212 -2.6277 5.0933 1.1 0.4 0.2 -0.36
C -6.3425 -1.7565 5.8627 -1.0 -0.1 -0.3 0.39
O -7.4061 -1.3460 5.4816 0.4 0.2 -0.1 -0.52
C -5.7756 -1.3708 7.1875 0.0 0.1 0.4 -0.31
C -5.2067 0.0645 7.1895 0.2 -0.2 -0.1 -0.72
P -2.1901 -2.4284 4.7038 1.0 -0.3 0.4 -0.11
C -2.8547 -3.7776 5.7521 -0.2 -0.2 -0.4 -1.68
O -2.9581 -1.0728 5.2174 -0.6 -0.1 -0.1 -0.44
N -2.1589 -4.0786 2.7913 -0.2 0.8 -0.4 0.41
C -2.7508 -5.2129 2.0572 0.6 -1.6 0.0 -1.65
C -2.3389 -5.3171 0.5707 -1.0 0.7 0.1 1.12
C -3.5008 -4.9927 -0.3986 0.8 -0.2 -0.2 -0.88
C -4.1588 -6.2174 -1.0189 -0.6 0.4 0.2 -1.05
C -5.1475 -6.9006 -0.0686 0.2 0.1 -0.6 -0.22
N -6.1395 -7.6875 -0.8153 0.2 -0.1 0.4 -0.67
C -0.8388 -3.9422 2.6467 0.2 -0.2 0.0 -1.34
N -0.0895 -5.1118 2.7489 0.2 0.3 -0.1 -0.21
N -0.2002 -2.7828 2.3792 -1.0 -0.7 -1.1 1.51
P 1.4056 -3.0070 1.7732 1.6 0.6 0.6 0.79
O 2.0464 -1.7961 1.2648 -0.8 0.3 0.0 -0.70
O 1.3724 -4.1704 0.7007 -0.1 -0.4 0.1 -0.58
O 2.2468 -3.5811 2.9841 -0.3 -0.1 0.1 -0.64
H 1.8573 -1.0369 4.9641 0.2 0.7 0.3 0.28
H 0.1090 -0.8598 5.4814 -0.3 -0.7 -0.2 0.18
H 1.4467 0.1398 2.9534 0.2 -0.6 -0.3 0.34
H -0.7322 0.5766 2.0922 -0.1 0.0 -0.3 0.70
H -1.5004 -0.1514 3.4447 -0.2 -0.1 0.0 -0.01
H -1.1459 -2.7692 -1.2200 -0.1 0.1 -0.3 0.17
H 1.1454 0.0405 0.5210 0.4 -0.4 -0.1 0.11
H -2.5427 -2.5877 0.9831 -0.4 -0.1 -0.1 -0.19
H -3.2355 -0.4467 0.4313 0.3 -0.1 -0.1 0.86
H -4.4414 -1.2796 1.2953 -0.1 -0.2 0.1 0.49
H -2.9899 1.2001 1.9791 0.3 0.0 0.2 0.88
H -3.5372 0.3032 3.3615 -0.1 -0.2 0.1 0.23
H -5.7509 0.3686 1.5248 0.0 -0.1 -0.1 0.47
H -4.9603 1.9228 1.3702 -0.1 0.0 -0.2 0.46
H -5.9406 0.7915 4.0167 0.3 0.0 0.2 -0.59
H -5.2290 2.4182 3.6788 0.3 -0.2 0.5 0.41
H -7.2487 3.1876 3.1435 -0.1 0.2 -0.2 0.32
H -7.3941 1.9582 1.8697 0.0 0.2 -0.2 0.41
H -8.2638 0.3429 3.5832 0.1 -0.1 0.1 0.23
H -8.2152 1.6398 4.7876 0.0 -0.1 0.2 0.29
H -9.2766 1.7587 3.3937 -0.2 0.0 0.1 0.43
H -4.8007 -3.1863 2.0382 0.0 0.0 -0.1 0.09
H -4.6017 -4.0590 3.5048 -0.1 0.0 0.2 1.04
H -4.9731 -1.0889 3.8724 0.3 0.0 -0.1 -0.52
H -6.2821 -2.0649 3.2430 -0.1 0.1 -0.1 0.75
H -6.6180 -1.3877 7.8707 -0.1 -0.2 0.1 0.45
H -5.0357 -2.0764 7.5467 0.1 -0.2 -0.1 0.25
H -5.6620 0.6453 7.9811 -0.1 0.2 0.0 0.42
H -5.3609 0.5728 6.2439 -0.1 0.1 -0.1 0.05
H -4.1389 0.0414 7.3742 0.2 0.1 0.0 0.13
H -3.2259 -3.3607 6.6813 0.0 0.1 0.1 0.47
H -2.0308 -4.4506 5.9688 0.1 -0.1 0.1 0.45
H -3.6507 -4.3561 5.2988 -0.2 0.0 0.1 0.33
H -2.4350 -0.6364 5.8968 0.1 0.2 0.0 0.44
H -2.4023 -6.1259 2.5302 0.0 0.0 0.3 0.24
H -3.8255 -5.2703 2.1373 -0.1 0.5 0.2 0.86
H -1.5498 -4.6011 0.3476 0.4 -0.2 0.1 -0.71
H -1.9963 -6.3295 0.3849 0.3 -0.1 -0.1 0.65
H -3.0900 -4.3914 -1.2104 0.0 0.1 -0.1 0.29
H -4.2295 -4.3520 0.0960 -0.2 0.0 0.0 0.13
H -3.4067 -6.9143 -1.3813 0.1 -0.1 -0.1 0.32
H -4.7388 -5.8829 -1.8747 -0.1 -0.1 -0.2 0.38
H -5.6628 -6.1007 0.4604 -0.1 0.0 0.3 0.22
H -4.5889 -7.5092 0.6448 -0.1 0.0 0.3 0.30
H -6.0082 -8.6740 -0.6388 0.0 -0.1 -0.1 0.26
H -7.0633 -7.4689 -0.4706 -0.1 0.0 -0.1 0.24
H 0.1021 -5.6931 1.9549 0.0 0.0 -0.1 0.26
H 0.1988 -5.3995 3.6653 -0.2 -0.2 0.1 0.26
H 1.9657 -3.9363 -0.0286 -0.1 0.1 -0.2 0.34
H 2.3691 -4.5314 2.8894 0.1 -0.1 0.2 0.32
O -0.9323 5.3420 -1.7803 -0.1 -0.1 0.1 -0.65
S -0.9172 4.5105 -2.9443 0.2 0.1 -0.2 1.19
O -1.6471 3.2799 -2.9500 -0.1 0.0 0.1 -0.61
O 0.5886 4.2323 -3.3544 0.1 0.0 -0.1 -0.16
C 1.4684 3.7057 -2.3261 0.3 -0.2 0.4 -0.54
C 1.2416 2.2319 -2.0853 -0.3 0.0 -0.2 -0.48
C -1.3624 5.4524 -4.3604 0.0 0.1 0.0 -0.93
H 1.3443 4.2948 -1.4163 -0.1 0.0 0.0 0.43
H 2.4812 3.8698 -2.6891 -0.1 0.1 -0.2 0.11
H 0.2561 2.0395 -1.6656 0.0 0.1 0.0 0.27
H 1.9909 1.8536 -1.3978 0.2 0.0 0.0 0.24
H 1.3136 1.6829 -3.0249 0.1 0.0 0.0 0.18
H -0.7851 6.3723 -4.3661 0.0 0.0 0.0 0.31
H -2.4248 5.6684 -4.2761 0.0 0.0 0.0 0.39
H -1.1686 4.8594 -5.2500 0.0 0.0 0.0 0.27
O 3.6020 2.0087 -5.1928 0.0 -0.1 0.0 -0.63
S 3.3220 2.5959 -6.4715 0.1 0.3 -0.1 1.27
O 3.1407 1.7590 -7.6147 -0.1 -0.2 0.0 -0.68
O 4.4277 3.6829 -6.7910 0.0 0.1 0.1 -0.24
C 5.8179 3.2761 -6.7408 0.6 -0.2 -0.2 -0.01
C 6.2244 2.4696 -7.9576 -0.2 -0.2 0.0 -1.22
C 1.9539 3.6893 -6.3369 0.0 0.1 0.0 -0.99
H 6.0131 2.7246 -5.8189 -0.2 0.0 0.0 0.29
H 6.3937 4.1965 -6.6989 -0.3 0.2 0.0 0.13
H 5.7236 1.5029 -7.9835 0.0 0.0 0.0 0.33
H 7.3006 2.2971 -7.9416 0.0 0.1 0.0 0.41
H 5.9604 3.0001 -8.8717 0.1 0.1 0.0 0.29
H 2.1008 4.3408 -5.4809 0.0 0.0 0.0 0.22
H 1.0674 3.0745 -6.1961 0.0 -0.1 0.0 0.39
H 1.8748 4.2612 -7.2575 0.0 0.0 0.0 0.46
O 3.8944 2.8275 0.1533 -0.2 0.0 -0.2 -0.59
S 3.7525 2.7162 1.5727 0.1 0.0 0.5 1.29
O 2.4709 2.9222 2.1820 -0.2 -0.1 -0.2 -0.63
O 4.8207 3.6478 2.2696 0.0 -0.1 0.1 -0.31
C 4.8575 5.0391 1.8693 0.1 0.6 -0.1 -0.29
C 3.7316 5.8554 2.4671 -0.2 -0.2 0.0 -1.00
C 4.3843 1.1749 2.1315 0.1 -0.1 -0.1 -0.74
H 4.8596 5.0957 0.7821 0.0 -0.1 -0.1 0.28
H 5.8208 5.4030 2.2201 0.0 -0.2 0.1 0.29
H 2.7643 5.5519 2.0697 0.0 0.0 0.0 0.28
H 3.8800 6.9102 2.2371 0.1 0.0 0.0 0.40
H 3.6993 5.7282 3.5486 0.0 0.1 0.0 0.26
H 5.3661 1.0237 1.6920 0.0 0.0 0.0 0.39
H 3.6943 0.4003 1.7971 0.0 0.0 0.0 0.05
H 4.4374 1.1944 3.2166 0.0 0.0 0.0 0.36
O 7.3008 6.1160 -5.6090 -0.1 0.2 -0.3 -0.66
S 7.1861 6.4391 -4.2200 0.1 -0.3 0.4 1.23
O 6.3568 7.5197 -3.7895 -0.1 0.1 -0.2 -0.62
O 8.6405 6.6137 -3.6177 0.0 0.0 0.0 -0.28
C 9.5354 7.5430 -4.2793 0.3 0.3 -0.2 -0.36
C 9.2120 8.9890 -3.9679 -0.2 0.0 0.0 -0.97
C 6.7448 4.9923 -3.3246 0.0 -0.1 0.0 -0.88
H 9.5257 7.3504 -5.3525 -0.1 -0.1 0.0 0.33
H 10.5250 7.2852 -3.9095 -0.1 -0.1 0.1 0.28
H 8.2551 9.2839 -4.3951 0.0 0.0 0.0 0.30
H 9.9855 9.6356 -4.3816 0.1 0.0 0.0 0.39
H 9.1552 9.1459 -2.8912 0.1 0.0 0.0 0.26
H 7.3920 4.1747 -3.6292 0.0 0.0 0.0 0.36
H 5.7078 4.7683 -3.5690 0.0 0.0 0.0 0.25
H 6.8483 5.2009 -2.2658 0.0 0.0 0.1 0.35
O 4.5345 -4.1021 -4.5618 0.1 0.1 0.0 -0.64
S 3.3209 -4.7871 -4.8790 -0.1 -0.1 0.1 1.19
O 2.6284 -4.5005 -6.0935 0.0 0.0 -0.1 -0.61
O 2.3156 -4.6156 -3.6526 -0.1 -0.1 0.2 -0.21
C 2.0577 -3.2674 -3.1980 -0.1 0.5 0.0 0.61
C 1.1112 -2.5191 -4.1147 0.0 -0.1 -0.1 -1.13
C 3.5553 -6.5238 -4.7412 0.0 -0.1 0.1 -0.95
H 2.9993 -2.7303 -3.0746 0.1 -0.1 -0.1 0.39
H 1.6098 -3.3745 -2.2105 0.0 -0.2 0.0 -0.71
H 1.5681 -2.3306 -5.0840 0.0 0.0 0.0 0.44
H 0.8397 -1.5592 -3.6738 0.0 0.0 0.1 0.27
H 0.2052 -3.1013 -4.2878 0.0 0.0 0.1 0.29
H 4.0532 -6.7393 -3.8005 0.0 0.0 0.0 0.31
H 4.1783 -6.8234 -5.5805 0.0 0.0 0.0 0.38
H 2.5869 -7.0129 -4.7971 0.0 0.0 0.0 0.31
```
Forces are in eV/Å.

Maximum force (eV/Å): 2.58
Charge: +1
2S+1: 1
Orbital gap (eV): 7.557

=====

No. 3
Density functional theory data (ωB97M-V/def2-TZVPD) for a cluster of 3 separate species, C5H9IO in total.

```
16
Properties=species:S:1:pos:R:3:forces:R:3:mulliken_charge:R:1
C 1.6724 0.9068 0.5452 -0.5 -0.1 1.6 -0.34
C 0.9892 0.5438 1.4706 0.4 0.1 -1.8 0.15
C 0.2344 -0.0320 2.5410 0.1 -2.9 0.0 -1.10
C -1.8237 0.3638 -1.1639 -1.4 0.1 1.0 -0.69
C -0.4395 0.8693 -1.5913 -5.1 2.5 2.1 -0.33
O 0.3632 0.1788 -2.1811 3.8 -3.6 -2.7 -0.26
I 1.8938 -3.4318 -1.3019 -0.4 0.6 -0.8 -0.12
H 2.3743 1.4074 -0.0465 0.4 0.2 -0.8 0.48
H 0.4538 -1.1830 2.5784 -0.4 2.1 0.0 0.24
H -0.8479 0.0688 2.5420 0.0 0.3 -0.3 0.30
H 0.6353 0.4156 3.4093 0.1 0.2 1.4 0.32
H -2.1072 -0.6597 -1.4321 0.9 0.0 -0.4 0.32
H -1.9728 0.3236 -0.0175 0.3 0.6 -1.6 0.09
H -2.6637 0.9536 -1.6615 1.1 -0.3 0.9 0.27
H -0.0749 1.7675 -1.1454 0.3 0.7 0.5 0.57
H 1.3133 -2.4926 -2.5455 0.4 -0.6 0.8 0.10
```
Forces are in eV/Å.

Energy above the lowest of the compared OMol25 structures with the same formula, charge and spin (kcal/mol): 39.4
Maximum force (eV/Å): 6.09
Expectation value of S²: 2.01
Charge: 0
2S+1: 3
Orbital gap (alpha / beta) (eV): 6.579 / 7.651

=====

No. 4
Density functional theory data (ωB97M-V/def2-TZVPD) for the ion C4H9INO with charge +1.

```
16
Properties=species:S:1:pos:R:3:forces:R:3:mulliken_charge:R:1
C 0.4564 -1.9498 -0.7996 1.7 -1.3 0.7 -1.13
C 0.7524 -0.7565 0.1002 -0.2 1.7 2.2 -0.42
C -0.4936 0.3632 0.1457 1.2 -1.2 1.4 0.03
N -0.4223 1.4091 1.4128 -4.1 -2.8 -1.9 -0.30
I -2.4206 -0.4893 0.1154 -0.2 0.1 0.0 0.33
C -0.2231 1.2657 -0.9749 0.6 3.5 -0.2 -0.08
O 0.1098 2.4143 -0.6549 -0.3 -1.1 -1.7 -0.53
H 0.6967 -1.6984 -1.8412 -0.1 -0.3 0.3 0.32
H -0.5603 -2.3079 -0.7353 -0.2 0.0 0.1 0.36
H 1.1198 -2.8433 -0.4394 -1.1 1.7 -0.9 0.31
H 1.6576 -0.1579 -0.3047 -1.3 -1.0 1.0 0.35
H 0.9143 -1.0357 1.2489 -0.2 0.4 -2.6 0.31
H -0.3147 2.2726 0.8717 0.4 1.0 0.0 0.35
H 0.3207 1.1712 1.9727 2.3 -0.4 1.8 0.28
H -1.3442 1.3191 1.9319 1.5 0.3 -0.6 0.38
H -0.2490 1.0237 -2.0495 -0.1 -0.6 0.4 0.43
```
Forces are in eV/Å.

Energy above the lowest of the compared OMol25 structures with the same formula, charge and spin (kcal/mol): 26.8
SMILES: CC[C@]([NH3+])(I)C=O
Maximum force (eV/Å): 5.30
Charge: +1
2S+1: 1
Orbital gap (eV): 9.857

=====

No. 5
Density functional theory data (ωB97M-V/def2-TZVPD) for a cluster of 6 separate species, H12O6 in total.

```
18
Properties=species:S:1:pos:R:3:forces:R:3:mulliken_charge:R:1
O 0.2238 -0.5636 -1.3322 -5.1 -4.9 -1.9 -0.75
H 0.5829 -1.3261 -1.7993 -0.8 -0.2 -0.5 0.31
H -0.1137 -0.9155 -0.5103 -0.5 0.0 0.2 0.33
O -0.9273 2.0545 -1.2194 0.1 -1.8 -3.3 -0.59
H -0.4247 2.0583 -2.1087 -1.3 0.4 2.5 0.32
H -0.6301 2.7708 -0.7194 1.0 1.8 1.0 0.29
O 1.6699 0.3171 -0.5627 6.3 6.2 6.0 -0.48
H 1.6314 -0.5880 -0.5718 0.6 -2.6 -0.2 0.32
H 1.9079 0.4150 0.4136 0.4 0.7 -1.5 0.25
O 1.5430 0.4480 3.9910 -1.2 -0.4 -1.1 -0.63
H 2.2825 0.8681 4.3963 0.8 0.6 0.2 0.31
H 1.4034 0.8499 3.1110 0.3 -0.2 0.9 0.32
O -2.0712 -2.3016 2.4383 -0.9 -4.1 -1.6 -0.62
H -2.9407 -2.4243 2.0033 0.9 0.3 0.5 0.33
H -2.0016 -1.4449 2.7060 0.1 3.7 1.1 0.29
O -0.5969 -0.0836 -3.3281 0.2 1.3 -3.8 -0.61
H -0.2588 0.3401 -4.1693 -0.8 -0.8 1.1 0.29
H -0.1700 0.4302 -2.6460 0.0 -0.3 0.5 0.31
```
Forces are in eV/Å.

Energy above the lowest of the compared OMol25 structures with the same formula, charge and spin (kcal/mol): 129.0
SMILES: O.O.O.O.O.O
Maximum force (eV/Å): 10.68
Charge: 0
2S+1: 1
Orbital gap (eV): 9.240

=====

No. 6
Density functional theory data (ωB97M-V/def2-TZVPD) for a structure of composition C24H31F4N7SV.

```
68
Properties=species:S:1:pos:R:3:forces:R:3:mulliken_charge:R:1
V 0.0153 0.2959 0.1001 -0.1 -0.3 2.3 0.47
C 0.1489 2.4716 2.4161 -0.4 0.1 -0.1 -0.64
C -1.1369 2.7455 1.6286 0.2 0.1 0.1 -1.08
N -1.6682 1.4862 1.0873 0.0 0.1 0.0 0.00
C -2.3895 0.6639 2.0846 0.1 -0.3 0.1 -0.92
C -1.9726 -0.7917 1.9112 -0.4 0.3 0.0 -0.61
N -0.4997 -0.8463 1.7690 -0.1 -0.7 0.1 -0.04
C 0.2244 -0.5880 3.0422 0.3 0.3 0.1 -0.65
C 1.3862 0.3631 2.7865 0.0 -0.3 0.2 -0.68
N 0.9634 1.3848 1.8055 0.2 -0.2 0.0 -0.02
H 0.7255 3.3943 2.4708 0.1 -0.1 0.1 0.50
H -0.0974 2.1886 3.4394 0.1 0.0 0.0 0.32
H -1.8587 3.2448 2.2802 0.0 0.0 0.0 0.47
H -0.9335 3.4147 0.7953 -0.1 0.0 0.0 0.37
H -2.3053 1.7062 0.3305 0.0 0.0 0.0 0.46
H -2.1432 1.0166 3.0862 0.0 0.1 0.0 0.30
H -3.4706 0.7437 1.9739 0.0 0.1 0.0 0.48
H -2.3217 -1.3917 2.7550 0.1 -0.1 0.0 0.43
H -2.4151 -1.1890 0.9964 0.1 -0.1 0.0 0.32
H -0.2574 -1.7857 1.4593 -0.1 0.0 0.0 -0.10
H -0.4656 -0.1609 3.7680 -0.1 0.0 -0.1 0.32
H 0.6040 -1.5152 3.4703 -0.1 0.0 0.0 0.55
H 1.7168 0.8140 3.7256 0.0 0.0 0.0 0.58
H 2.2289 -0.1855 2.3748 0.0 0.1 -0.1 0.02
H 1.8049 1.7996 1.4194 0.0 0.0 0.0 0.41
C -0.5093 -2.8191 -2.4511 0.0 0.1 0.0 -1.14
N -0.8056 -2.8235 -1.0247 -0.3 0.6 0.0 0.64
C -2.0423 -3.5479 -0.7572 0.0 -0.1 -0.2 -1.20
C 0.3121 -3.2886 -0.2611 0.1 0.3 0.1 -2.00
C 1.5237 -2.3282 -0.2445 0.1 -0.5 0.2 -0.92
N 1.3697 -0.8413 -0.3409 0.5 -0.7 -0.1 1.85
C 2.6096 -0.3099 -0.7899 0.6 0.2 -0.3 0.04
C 2.7390 0.3112 -2.0357 -0.2 -0.3 0.2 -0.09
F 1.6511 0.4506 -2.8057 0.0 0.0 -0.1 -0.34
C 3.9641 0.7469 -2.5073 0.1 0.0 0.1 0.21
F 4.0222 1.3325 -3.6986 -0.1 0.0 0.0 -0.28
C 5.1120 0.5708 -1.7608 0.1 0.0 0.0 -0.56
C 5.0125 -0.0414 -0.5267 -0.1 0.0 -0.1 0.29
F 6.0879 -0.2161 0.2260 0.0 0.0 0.0 -0.27
C 3.7872 -0.4833 -0.0594 -0.3 0.1 0.0 -0.14
F 3.7133 -1.0890 1.1375 0.2 0.0 0.1 -0.43
H -0.1901 -3.8118 -2.7961 0.0 0.0 0.0 0.38
H -1.3984 -2.5404 -3.0127 0.0 0.1 0.0 0.37
H 0.2782 -2.0999 -2.6752 0.0 0.0 0.0 0.22
H -2.0808 -4.5099 -1.2836 0.0 0.0 0.1 0.36
H -2.1527 -3.7483 0.3091 0.0 0.1 0.0 0.39
H -2.8894 -2.9477 -1.0985 0.0 -0.1 0.0 0.34
H -0.0345 -3.5082 0.7540 0.0 0.0 0.0 0.53
H 0.6980 -4.2408 -0.6568 0.1 -0.1 0.2 0.55
H 2.0695 -2.5552 0.6772 0.1 0.0 -0.1 0.25
H 2.1883 -2.6241 -1.0580 0.0 0.1 0.0 0.72
H 6.0731 0.8901 -2.1405 0.0 0.0 0.0 0.55
S -2.4227 1.0554 -3.5654 0.2 -0.1 0.3 -0.26
C -1.6631 0.6120 -2.2755 -0.3 0.1 -0.6 0.86
N -1.0831 0.2812 -1.2763 -1.4 -0.6 -1.5 -0.60
N 0.6843 1.9369 -0.6917 0.5 1.7 -0.9 0.26
C 0.7449 2.9017 -1.3191 0.2 -0.2 0.3 0.91
C 0.8095 4.0797 -2.0840 0.0 0.5 -0.5 -0.43
C 0.8082 5.3347 -1.4562 0.0 -0.3 0.1 -0.44
C 0.7775 6.4733 -2.2330 0.0 0.1 0.0 -0.74
C 0.7563 6.3716 -3.6205 0.0 -0.1 0.1 -0.38
C 0.7762 5.1275 -4.2411 0.0 0.1 -0.1 -0.84
C 0.8036 3.9745 -3.4840 0.0 -0.1 0.2 -0.27
H 0.8343 5.3970 -0.3758 0.0 0.1 0.0 0.48
H 0.7693 7.4430 -1.7550 0.0 0.0 0.0 0.43
H 0.7273 7.2723 -4.2187 0.0 0.0 0.0 0.43
H 0.7693 5.0610 -5.3201 0.0 0.0 0.0 0.43
H 0.8217 2.9970 -3.9481 0.0 0.0 0.0 0.60
```
Forces are in eV/Å.

Maximum force (eV/Å): 2.31
Expectation value of S²: 0.79
Charge: +2
2S+1: 2
Orbital gap (alpha / beta) (eV): 6.485 / 7.078

=====

The lowest maximum force belongs to which entry? C24H31F4N7SV

=====

Number 3 is which compound? C5H9IO

=====

Which formula does entry 3 have? C5H9IO